(1)
{
  "formula": "C7H9N4",
  "method": "ωB97M-V/def2-TZVPD",
  "homo_lumo_gap_ev": [7.53, 7.53],
  "e_homo_ev": [-12.960, -12.959],
  "lumo_ev": [-5.428, -5.427],
  "largest_force_ev_per_a": 3.960,
  "de_lowest_ev": 4.505,
  "charge": 1,
  "symbols": ["C", "C", "C", "C", "C", "C", "C", "N", "N", "N", "N", "H", "H", "H", "H", "H", "H", "H", "H", "H"],
  "positions_angstrom": [[2.6750, -0.2026, 0.0438], [2.8699, 1.1679, -0.1737], [0.2401, 0.0034, 0.0270], [1.4169, -0.7894, 0.1366], [0.5427, 1.2829, -0.3028], [-2.1792, 0.5645, -0.2187], [-3.5248, 0.0275, -0.0837], [-1.9583, 1.7741, -0.4830], [-1.1410, -0.3408, 0.0098], [1.7570, 1.8839, -0.2738], [1.2117, -2.0644, 0.5854], [3.2851, -1.0368, 0.1049], [3.7748, 1.6844, -0.3429], [-3.9139, 0.3362, 0.8244], [-4.2833, 0.3434, -0.9074], [-3.5121, -1.0898, -0.0760], [-1.3590, -1.2803, 0.2614], [1.8290, 2.9083, -0.3928], [1.9566, -2.7003, 0.9190], [0.3128, -2.4720, 0.3424]]
}

(2)
{
  "formula": "C3H4F8K3N4O19S8",
  "method": "ωB97M-V/def2-TZVPD",
  "homo_lumo_gap_ev": 4.52,
  "e_homo_ev": -6.340,
  "lumo_ev": -1.820,
  "largest_force_ev_per_a": 13.253,
  "charge": -1,
  "symbols": ["K", "K", "K", "N", "S", "O", "O", "F", "S", "O", "O", "F", "N", "S", "O", "O", "F", "S", "O", "O", "F", "N", "S", "O", "O", "F", "S", "O", "O", "F", "N", "S", "O", "O", "F", "S", "O", "O", "F", "C", "C", "O", "C", "O", "O", "H", "H", "H", "H"],
  "positions_angstrom": [[-6.6205, 11.2586, -9.3153], [-6.8824, 14.5880, -10.4227], [-12.5671, 10.4759, -7.0440], [-11.9080, 15.8179, -6.6745], [-13.4596, 15.5533, -5.9319], [-13.7610, 15.9212, -4.5549], [-14.1546, 14.4401, -6.5411], [-14.1051, 16.8297, -6.7382], [-11.3544, 14.9856, -5.5263], [-11.7001, 13.5913, -5.4202], [-10.9964, 15.7920, -4.3291], [-9.9856, 14.7773, -6.3129], [-14.3498, 11.5084, -9.0519], [-16.0379, 11.4861, -8.6774], [-16.3606, 10.2992, -7.8706], [-17.0147, 12.0023, -9.6101], [-16.1218, 12.6908, -7.5916], [-14.6356, 10.8828, -10.4304], [-14.9949, 11.9366, -11.3894], [-15.2050, 9.5405, -10.5272], [-13.1029, 10.5680, -10.7313], [-10.5212, 9.7976, -5.3970], [-8.9900, 10.4957, -5.7030], [-8.3469, 10.5091, -7.0269], [-8.0880, 10.6455, -4.5930], [-9.5547, 11.9858, -5.9181], [-10.1088, 8.4419, -5.8583], [-8.9350, 7.7062, -5.3607], [-10.3796, 8.2603, -7.2636], [-11.3745, 7.6831, -5.1533], [-8.8263, 12.6688, -10.1974], [-10.0546, 12.8810, -9.4100], [-10.5890, 11.7312, -8.6732], [-10.9383, 13.9893, -9.7943], [-9.1819, 13.5742, -8.3685], [-9.6277, 12.0815, -11.4895], [-10.2578, 12.9551, -12.4574], [-10.4174, 10.8370, -11.2594], [-8.2891, 11.4856, -12.1775], [-11.5191, 12.2802, -15.7143], [-12.0295, 13.4001, -16.5343], [-13.4714, 13.0890, -16.4512], [-13.7123, 11.8994, -15.9811], [-14.7673, 11.3746, -15.6567], [-12.5904, 11.3296, -15.8397], [-11.3489, 12.5838, -14.6814], [-10.6862, 11.7451, -16.1703], [-11.5326, 13.2596, -17.4942], [-11.8367, 14.3640, -16.0633]]
}